Entry 1:
Here is a molecular structure, C32H80AsF6N5O7 in a non-equilibrium geometry from OMol25. Energies are from ωB97M-V with the def2-TZVPD basis set.

Values from the calculation:
HOMO level, hartree: -0.4686
Orbital gap, eV: 9.4
F_max, eV/Å: 3.65

Geometry as ORCA input:
```
! wB97M-V def2-TZVPD RIJCOSX def2/J DEFGRID3
* xyz 2 1
C 1.634 -5.693 -3.001
C 1.772 -4.510 -2.103
N 2.686 -3.393 -2.472
C 4.072 -3.888 -2.676
C 2.368 -2.880 -3.936
C 0.937 -2.335 -4.102
C 2.599 -2.168 -1.529
C 2.922 -2.424 -0.076
O 4.330 -2.402 0.157
C 4.584 -2.421 1.590
H 1.044 -5.470 -3.896
H 1.120 -6.523 -2.459
H 2.556 -6.045 -3.360
H 2.169 -4.829 -1.097
H 0.808 -4.092 -1.802
H 4.338 -4.336 -1.714
H 4.746 -3.053 -2.879
H 4.175 -4.509 -3.561
H 2.543 -3.682 -4.644
H 3.074 -2.062 -4.132
H 0.152 -3.067 -3.756
H 0.860 -2.002 -5.126
H 0.755 -1.482 -3.507
H 1.560 -1.970 -1.682
H 3.261 -1.341 -1.833
H 2.457 -3.403 0.312
H 2.479 -1.621 0.502
H 4.217 -3.366 2.016
H 3.961 -1.629 2.028
H 5.644 -2.366 1.828
C -0.425 3.353 -5.066
C -1.196 3.238 -3.776
N -2.188 1.971 -3.640
C -1.202 0.774 -3.438
C -2.939 2.125 -2.310
C -2.076 2.727 -1.270
C -3.112 1.852 -4.862
C -4.129 0.724 -4.967
O -3.398 -0.470 -4.850
C -3.956 -1.655 -4.308
H -0.946 3.582 -5.974
H 0.102 2.366 -5.072
H 0.402 4.081 -4.971
H -1.954 4.046 -3.515
H -0.468 3.149 -2.932
H -1.827 -0.048 -3.073
H -0.501 1.164 -2.689
H -0.579 0.541 -4.331
H -3.307 1.154 -2.003
H -3.798 2.811 -2.587
H -2.606 2.748 -0.370
H -1.799 3.754 -1.401
H -1.152 2.102 -1.041
H -2.492 1.893 -5.718
H -3.620 2.831 -4.811
H -4.722 0.847 -5.939
H -4.997 0.817 -4.267
H -3.112 -2.244 -4.037
H -4.598 -2.166 -5.011
H -4.457 -1.419 -3.362
C -2.545 -0.183 5.164
C -3.477 -1.331 5.613
N -3.938 -2.201 4.419
C -4.639 -3.413 4.972
C -4.913 -1.438 3.586
C -5.621 -2.127 2.409
C -2.778 -2.598 3.531
C -1.623 -3.327 4.176
O -0.963 -2.423 4.982
C 0.319 -2.832 5.472
H -3.090 0.694 4.734
H -1.809 -0.434 4.344
H -1.846 0.051 5.944
H -4.416 -0.842 5.960
H -2.835 -1.926 6.259
H -4.774 -4.224 4.248
H -5.605 -3.055 5.366
H -4.054 -3.922 5.758
H -4.307 -0.703 3.071
H -5.663 -0.858 4.154
H -4.881 -2.593 1.756
H -6.166 -1.415 1.765
H -6.211 -2.933 2.746
H -2.525 -1.702 3.024
H -3.272 -3.179 2.733
H -0.992 -3.508 3.292
H -1.942 -4.261 4.605
H 0.998 -3.193 4.675
H 0.063 -3.810 6.074
H 0.642 -1.939 6.039
C 2.302 3.252 3.787
C 3.396 4.076 3.146
N 3.659 3.976 1.650
C 4.574 5.187 1.392
C 4.442 2.668 1.471
C 4.828 2.445 0.048
C 2.460 4.062 0.755
C 1.379 5.048 1.114
O 1.771 6.344 0.890
C 0.726 7.214 0.575
H 1.296 3.672 3.403
H 2.305 3.364 4.898
H 2.311 2.218 3.446
H 4.386 3.824 3.483
H 3.258 5.160 3.364
H 4.889 5.181 0.315
H 5.510 5.097 1.936
H 3.992 6.074 1.531
H 3.708 1.896 1.668
H 5.354 2.591 2.003
H 5.226 1.431 -0.013
H 5.598 3.111 -0.382
H 3.998 2.475 -0.665
H 1.974 3.068 0.839
H 2.856 4.222 -0.237
H 1.071 4.961 2.149
H 0.492 4.767 0.601
H 0.547 7.910 1.400
H -0.131 6.647 0.353
H 0.924 7.922 -0.214
N 1.549 1.601 -0.826
O 2.284 0.698 -1.236
O 1.389 2.637 -1.584
O 0.932 1.551 0.272
As -1.642 -2.631 -0.492
F -0.226 -3.442 0.082
F -2.679 -3.418 0.642
F -2.951 -1.790 -1.314
F -0.561 -1.791 -1.692
F -1.746 -4.012 -1.582
F -1.358 -1.328 0.651
*
```

Löwdin population analysis, charges in e, atoms 1 to 2:
1 C -0.0482
2 C -0.2030

Entry 2:
Here is 12 unconnected molecules or ions with the total composition C32H80Cl8O24S8 in a non-equilibrium geometry from OMol25. Energies are from ωB97M-V with the def2-TZVPD basis set.

Values from the calculation:
HOMO level (spin up / spin down), hartree: -0.4365 / -0.4365
Orbital gap (spin up / spin down), eV: 9.6 / 2.5
F_max, eV/Å: 4.49

Geometry as ORCA input:
```
! wB97M-V def2-TZVPD RIJCOSX def2/J DEFGRID3
* xyz 1 2
Cl -9.131 8.855 -14.508
C -10.142 7.382 -14.954
C -9.486 6.569 -16.067
Cl -7.842 5.964 -15.659
H -11.089 7.748 -15.350
H -10.264 6.640 -14.164
H -9.406 7.127 -17.000
H -10.120 5.709 -16.284
Cl -21.929 5.420 -13.583
C -21.069 4.955 -15.096
C -19.754 5.649 -15.286
Cl -18.774 5.471 -13.766
H -21.741 5.151 -15.931
H -20.853 3.893 -14.980
H -19.874 6.728 -15.379
H -19.122 5.334 -16.117
Cl -13.620 6.976 -16.763
C -14.556 5.692 -15.940
C -15.683 6.192 -15.003
Cl -16.829 7.273 -15.812
H -13.806 5.105 -15.411
H -15.007 5.123 -16.753
H -15.241 6.779 -14.198
H -16.272 5.435 -14.485
Cl -18.346 11.075 -10.893
C -17.402 9.613 -11.249
C -17.933 9.009 -12.567
Cl -19.560 8.268 -12.221
H -17.561 8.960 -10.391
H -16.370 9.959 -11.314
H -17.269 8.248 -12.976
H -18.056 9.783 -13.325
O -15.163 7.532 -21.316
S -16.539 7.821 -20.790
O -17.429 8.807 -21.409
O -17.439 6.414 -20.782
C -16.773 5.195 -20.297
C -16.641 4.191 -21.355
C -16.556 8.113 -18.936
H -17.350 4.662 -19.541
H -15.855 5.418 -19.754
H -16.545 4.640 -22.343
H -17.517 3.546 -21.433
H -15.809 3.523 -21.132
H -16.540 9.202 -18.976
H -15.772 7.557 -18.423
H -17.519 7.723 -18.607
O -17.752 1.656 -16.084
S -16.721 2.562 -16.636
O -17.077 3.793 -17.367
O -15.677 3.034 -15.341
C -15.299 2.041 -14.436
C -14.867 2.825 -13.265
C -15.539 1.625 -17.634
H -14.481 1.450 -14.850
H -16.073 1.309 -14.204
H -15.843 3.094 -12.861
H -14.260 3.696 -13.512
H -14.219 2.229 -12.623
H -14.782 1.203 -16.973
H -15.143 2.329 -18.366
H -16.087 0.857 -18.179
O -11.456 4.638 -17.867
S -12.234 4.199 -19.013
O -13.711 4.296 -18.956
O -11.630 5.003 -20.318
C -12.640 5.506 -21.235
C -11.971 5.915 -22.477
C -11.734 2.487 -19.489
H -13.121 6.334 -20.714
H -13.448 4.781 -21.335
H -11.257 6.613 -22.039
H -12.672 6.361 -23.183
H -11.423 5.082 -22.916
H -12.288 1.887 -18.767
H -10.665 2.460 -19.277
H -11.927 2.341 -20.552
O -15.675 12.756 -16.251
S -14.647 11.761 -16.511
O -14.592 11.259 -17.910
O -13.168 12.465 -16.123
C -12.047 11.801 -16.562
C -10.833 12.371 -15.845
C -14.772 10.383 -15.233
H -12.070 11.841 -17.651
H -11.983 10.731 -16.365
H -9.866 11.905 -16.036
H -10.907 12.325 -14.758
H -10.571 13.414 -16.021
H -14.128 9.537 -15.472
H -15.799 10.033 -15.130
H -14.475 10.854 -14.296
O -15.386 6.139 -9.287
S -16.268 5.622 -10.348
O -16.276 6.236 -11.667
O -16.028 3.988 -10.574
C -16.099 3.203 -9.358
C -14.611 2.838 -8.951
C -17.998 5.525 -9.845
H -16.602 2.252 -9.533
H -16.635 3.668 -8.530
H -14.192 2.373 -9.843
H -14.579 2.146 -8.110
H -13.922 3.658 -8.748
H -18.453 4.552 -10.033
H -18.439 6.395 -10.331
H -18.031 5.660 -8.763
O -12.528 2.270 -16.178
S -11.741 2.835 -15.085
O -11.837 4.219 -14.576
O -11.932 1.829 -13.803
C -10.893 1.702 -12.831
C -11.553 1.029 -11.655
C -9.958 2.530 -15.497
H -10.546 2.681 -12.502
H -10.132 1.036 -13.239
H -12.069 0.104 -11.913
H -12.339 1.586 -11.143
H -10.799 0.734 -10.925
H -9.786 1.493 -15.785
H -9.309 2.782 -14.658
H -9.664 3.202 -16.303
O -12.526 9.557 -12.948
S -12.161 9.056 -11.598
O -12.974 9.074 -10.401
O -11.547 7.515 -11.846
C -12.417 6.478 -11.540
C -11.702 5.184 -11.357
C -10.514 9.776 -11.091
H -13.169 6.333 -12.315
H -13.107 6.586 -10.703
H -12.402 4.357 -11.474
H -11.171 5.036 -10.417
H -10.947 5.026 -12.127
H -9.742 9.199 -11.601
H -10.371 9.534 -10.037
H -10.513 10.864 -11.146
O -10.353 7.833 -19.741
S -10.870 9.115 -19.276
O -10.737 9.524 -17.899
O -10.274 10.282 -20.318
C -9.954 9.880 -21.597
C -9.536 11.089 -22.459
C -12.717 9.188 -19.721
H -10.747 9.283 -22.047
H -9.130 9.167 -21.603
H -9.225 10.768 -23.453
H -8.789 11.724 -21.983
H -10.325 11.833 -22.569
H -12.829 10.272 -19.679
H -13.262 8.690 -18.919
H -12.857 8.757 -20.712
*
```

Löwdin population analysis, charges in e, atoms 1 to 2:
1 Cl 0.5424
2 C -0.5857

Entry 3:
Here is 10 unconnected molecules or ions with the total composition C32H81N2O20S2 in a non-equilibrium geometry from OMol25. Energies are from ωB97M-V with the def2-TZVPD basis set.

Values from the calculation:
HOMO level, hartree: -0.3928
Orbital gap, eV: 7.1
F_max, eV/Å: 5.78

Geometry as ORCA input:
```
! wB97M-V def2-TZVPD RIJCOSX def2/J DEFGRID3
* xyz 1 1
C 3.389 0.692 4.122
C 4.559 1.458 3.289
C 3.933 2.386 2.136
C 5.644 2.183 4.221
C 5.247 3.661 4.705
S 4.908 3.751 6.560
O 5.190 5.348 7.049
C 3.080 3.360 6.682
C 2.340 4.101 7.896
C 0.791 3.576 7.865
C -0.232 4.678 7.305
C 0.324 5.169 5.883
C -0.785 5.993 5.014
C -0.478 5.642 3.476
S -1.167 3.937 3.045
C -0.744 3.802 1.233
N -1.597 3.716 0.100
N -0.763 3.675 -0.987
C 0.594 3.750 -0.509
O 0.658 3.823 0.921
H 2.766 1.397 4.764
H 3.834 -0.194 4.715
H 2.720 0.207 3.313
H 5.123 0.607 2.743
H 3.620 1.826 1.195
H 2.974 2.862 2.577
H 4.657 3.250 1.955
H 5.791 1.540 5.172
H 6.649 2.131 3.662
H 6.173 4.336 4.557
H 4.322 4.102 4.210
H 5.714 5.808 6.353
H 3.020 2.217 6.787
H 2.629 3.653 5.661
H 2.394 5.237 7.866
H 2.795 3.677 8.863
H 0.515 3.174 8.896
H 0.750 2.682 7.140
H -0.430 5.525 8.040
H -1.239 4.139 7.093
H 0.559 4.221 5.270
H 1.237 5.842 6.009
H -1.800 5.529 5.277
H -0.750 7.117 5.209
H -0.884 6.444 2.775
H 0.659 5.558 3.286
H 1.497 3.744 -1.196
C 0.504 0.566 1.822
C -0.075 -0.313 0.726
O -1.290 -0.902 1.188
O 0.726 -0.205 3.000
H 1.453 1.010 1.511
H -0.197 1.366 2.084
H 0.610 -1.131 0.489
H -0.275 0.259 -0.185
H -1.947 -0.196 1.254
H -0.019 -0.829 3.056
C -0.095 0.270 -3.137
C -0.142 0.219 -4.656
O 0.338 -1.050 -5.100
O 1.237 0.042 -2.688
H -0.429 1.242 -2.765
H -0.725 -0.515 -2.706
H 0.514 0.979 -5.085
H -1.159 0.371 -5.032
H -0.324 -1.714 -4.851
H 1.609 -0.629 -3.282
C -2.321 -4.180 -6.359
C -2.339 -4.235 -7.878
O -1.001 -4.396 -8.362
O -1.487 -3.108 -5.925
H -3.324 -4.027 -5.957
H -1.906 -5.106 -5.946
H -2.720 -3.297 -8.291
H -2.955 -5.062 -8.243
H -0.715 -5.291 -8.126
H -0.737 -3.086 -6.541
C 1.298 -4.750 3.009
C 0.486 -4.212 4.177
O -0.824 -3.864 3.721
O 1.360 -3.773 1.975
H 2.315 -4.997 3.317
H 0.822 -5.643 2.590
H 0.942 -3.302 4.573
H 0.404 -4.949 4.982
H -1.286 -4.688 3.511
H 0.490 -3.343 1.959
C 2.698 -5.421 -6.723
C 2.756 -4.116 -7.501
O 1.940 -4.225 -8.669
O 3.132 -6.496 -7.549
H 3.336 -5.382 -5.838
H 1.669 -5.639 -6.414
H 3.776 -3.917 -7.839
H 2.409 -3.273 -6.897
H 1.017 -4.249 -8.376
H 2.789 -6.305 -8.437
C -3.348 2.070 8.266
C -4.442 2.326 9.291
O -5.718 2.214 8.658
O -3.468 2.996 7.188
H -2.356 2.179 8.712
H -3.442 1.064 7.839
H -4.369 3.342 9.686
H -4.388 1.615 10.121
H -5.853 1.281 8.441
H -4.420 3.111 7.038
C -3.640 -1.258 6.296
C -3.666 -1.323 4.777
O -2.336 -1.487 4.290
O -2.801 -0.184 6.710
H -4.642 -1.099 6.702
H -3.226 -2.180 6.715
H -4.047 -0.387 4.361
H -4.287 -2.150 4.421
H -2.046 -2.383 4.529
H -2.056 -0.175 6.087
C -4.739 -0.712 -8.268
C -4.678 0.594 -9.043
O -5.495 0.491 -10.210
O -4.309 -1.786 -9.098
H -4.099 -0.677 -7.383
H -5.767 -0.928 -7.958
H -3.658 0.791 -9.382
H -5.021 1.437 -8.436
H -6.417 0.469 -9.917
H -4.652 -1.593 -9.985
C 1.612 -5.045 -12.474
C 1.291 -3.562 -12.573
O -0.122 -3.393 -12.704
O 1.120 -5.722 -13.626
H 2.689 -5.212 -12.403
H 1.123 -5.488 -11.599
H 1.750 -3.130 -13.465
H 1.638 -3.015 -11.691
H -0.522 -3.634 -11.856
H 0.275 -5.299 -13.843
*
```

Löwdin population analysis, charges in e, atoms 1 to 2:
1 C -0.0718
2 C -0.3833

Which value of F_max does entry 2 give? 4.49 eV/Å

Among the records above, which one has the highest F_max? C32H81N2O20S2

The highest F_max belongs to which entry? C32H81N2O20S2